*1*
DFT (ωB97M-V with the def2-TZVPD basis set) results for an isolated molecule of C2H3NOS.

ORCA input file:
```
! RIJCOSX wB97M-V def2-TZVPD def2/J DEFGRID3
* xyz 0 1
C -1.15 -0.60 0.49
C 1.21 0.58 -0.45
H -1.83 -1.64 0.66
H 0.00 -0.91 0.50
H 2.19 1.15 -0.37
N -1.51 0.54 0.00
O 1.38 -0.67 -0.37
S -0.29 1.55 -0.46
*
```

Its structure (SMILES) is C=NSC=O.

From a natural (NBO) analysis of the wavefunction, the atomic charges in e read: C -0.070; C 0.170; H 0.189; H 0.221; H 0.171; N -0.609; O -0.560; S 0.487

---

*2*
DFT (ωB97M-V with the def2-TZVPD basis set) results for an isolated molecule of C2H3NOS.

ORCA input file:
```
! RIJCOSX wB97M-V def2-TZVPD def2/J DEFGRID3
* xyz 0 1
C -0.90 -1.33 0.05
C 0.59 0.60 -0.24
N 0.30 -1.67 -0.05
O 1.14 -0.56 -0.59
S -1.60 0.23 -0.25
H -1.65 -2.04 0.37
H 0.72 0.98 0.88
H 0.56 1.36 -1.09
*
```

Its structure (SMILES) is C1=NOCS1.

From a natural (NBO) analysis of the wavefunction, the atomic charges in e read: C -0.132; C -0.016; N -0.140; O -0.401; S 0.036; H 0.237; H 0.198; H 0.218

---

So which one is most stable? That would be *1*, about 0.427 eV below the next structure.

---

*1*
DFT (ωB97M-V with the def2-TZVPD basis set) results for an isolated molecule of C2H3NOS.

ORCA input file:
```
! RIJCOSX wB97M-V def2-TZVPD def2/J DEFGRID3
* xyz 0 1
C 1.65 -0.48 0.01
C -1.57 0.52 -0.02
H 2.30 -1.37 0.11
H 1.93 0.57 0.16
H -1.81 1.63 -0.11
N 0.41 -0.78 -0.12
O -0.22 0.52 -0.03
S -2.69 -0.61 0.00
*
```

Its structure (SMILES) is C=NOC=S.

From a natural (NBO) analysis of the wavefunction, the atomic charges in e read: C -0.109; C 0.011; H 0.208; H 0.202; H 0.189; N -0.091; O -0.404; S -0.006

---

*2*
DFT (ωB97M-V with the def2-TZVPD basis set) results for a structure of composition C2H3NOS.

ORCA input file:
```
! RIJCOSX wB97M-V def2-TZVPD def2/J DEFGRID3
* xyz 0 1
C -1.02 0.86 -0.06
C 0.83 0.33 -0.01
N 0.69 -0.95 -0.02
O 1.65 1.20 -0.06
S -2.05 -0.36 -0.05
H -1.14 1.89 -0.22
H -0.29 -1.27 0.18
H 1.33 -1.70 0.24
*
```

From a natural (NBO) analysis of the wavefunction, the atomic charges in e read: C -0.385; C 0.714; N -0.836; O -0.571; S 0.084; H 0.196; H 0.390; H 0.409

---

*3*
DFT (ωB97M-V with the def2-TZVPD basis set) results for an isolated molecule of C2H3NOS.

ORCA input file:
```
! RIJCOSX wB97M-V def2-TZVPD def2/J DEFGRID3
* xyz 0 1
C 2.58 -0.41 0.00
C -0.68 0.65 0.07
H 3.66 -0.04 -0.17
H 2.31 -1.44 0.15
H -0.45 1.64 0.08
N 1.67 0.49 -0.07
O 0.46 -0.14 0.07
S -2.02 -0.25 -0.03
*
```

Its structure (SMILES) is C=NOC=S.

From a natural (NBO) analysis of the wavefunction, the atomic charges in e read: C -0.120; C 0.043; H 0.206; H 0.194; H 0.188; N -0.129; O -0.385; S 0.002

---

So which one is most stable? That would be *2*, about 1.015 eV below the next structure.

---

*1*
DFT (ωB97M-V with the def2-TZVPD basis set) results for a cluster of 2 separate species, C4H15N2O in total.

ORCA input file:
```
! RIJCOSX wB97M-V def2-TZVPD def2/J DEFGRID3
* xyz 1 1
C -0.11 -0.71 2.07
C -1.00 -0.97 0.86
C -0.20 -1.20 -0.42
C 1.54 -0.11 -1.82
N 0.45 0.07 -0.84
N 0.63 0.56 1.90
H 0.62 -1.50 2.17
H -0.72 -0.71 2.98
H -1.65 -1.82 1.01
H -1.63 -0.09 0.68
H -0.87 -1.48 -1.23
H 0.58 -1.95 -0.34
H 2.43 -0.47 -1.32
H 1.79 0.85 -2.27
H 1.27 -0.83 -2.59
H -0.26 0.67 -1.26
H 0.82 0.56 0.00
H 0.07 1.35 2.21
H 1.44 0.56 2.51
H -1.84 2.86 -0.78
H -1.87 2.23 -2.21
O -1.51 2.13 -1.32
*
```

From a natural (NBO) analysis of the wavefunction, the atomic charges in e read: C -0.226; C -0.428; C -0.213; C -0.424; N -0.548; N -0.871; H 0.200; H 0.205; H 0.246; H 0.215; H 0.222; H 0.217; H 0.227; H 0.234; H 0.228; H 0.459; H 0.472; H 0.377; H 0.388; H 0.504; H 0.497; O -0.980

---

*2*
DFT (ωB97M-V with the def2-TZVPD basis set) results for a cluster of 2 separate species, C4H15N2O in total.

ORCA input file:
```
! RIJCOSX wB97M-V def2-TZVPD def2/J DEFGRID3
* xyz 1 1
C -1.71 -0.54 -0.89
N -3.16 -0.91 -0.46
C -0.80 0.28 0.03
N -0.23 -0.75 1.16
C 0.42 1.12 -2.10
C 0.50 0.90 -0.58
H -1.30 -1.41 -1.31
H -1.75 0.02 -1.81
H -3.51 -1.25 -1.44
H -3.60 0.13 -0.45
H -1.25 1.16 0.55
H -1.06 -1.42 1.29
H 0.06 -0.30 2.09
H 0.63 -1.23 0.97
H 1.35 1.66 -2.53
H 0.15 0.24 -2.67
H -0.42 1.76 -2.30
H 0.81 1.82 -0.02
H 1.39 0.25 -0.39
H 4.95 -0.70 3.06
H 4.40 -0.15 4.23
O 4.12 -0.67 3.57
*
```

From a natural (NBO) analysis of the wavefunction, the atomic charges in e read: C -0.303; N -0.802; C -0.012; N -0.732; C -0.620; C -0.430; H 0.217; H 0.221; H 0.379; H 0.358; H 0.248; H 0.463; H 0.452; H 0.437; H 0.252; H 0.216; H 0.212; H 0.238; H 0.205; H 0.469; H 0.460; O -0.928

---

So which one is most stable? That would be *1*, about 2.671 eV below the next structure.

---

*1*
DFT (ωB97M-V with the def2-TZVPD basis set) results for a cluster of 2 separate species, C4H15N2O in total.

ORCA input file:
```
! RIJCOSX wB97M-V def2-TZVPD def2/J DEFGRID3
* xyz 1 1
C -0.46 0.11 1.88
N -0.20 -1.23 2.55
C 0.57 0.13 0.68
N 0.07 -0.86 -0.36
C 1.21 -1.55 -1.00
C 0.79 1.45 0.00
H -0.57 0.98 2.51
H -1.48 -0.19 1.48
H 0.67 -1.25 3.05
H -1.06 -1.53 2.96
H 1.54 -0.40 1.02
H -0.52 -0.44 -1.17
H -0.51 -1.80 0.02
H 1.91 -0.85 -1.59
H 0.86 -2.16 -1.84
H 1.85 -2.08 -0.23
H 0.45 2.29 0.57
H 0.55 1.52 -1.04
H 1.94 1.66 0.00
H -2.87 2.31 -2.49
H -2.23 2.23 -3.89
O -2.50 1.68 -3.11
*
```

From a natural (NBO) analysis of the wavefunction, the atomic charges in e read: C -0.235; N -0.877; C -0.042; N -0.552; C -0.455; C -0.669; H 0.224; H 0.198; H 0.382; H 0.391; H 0.226; H 0.460; H 0.481; H 0.240; H 0.244; H 0.247; H 0.253; H 0.236; H 0.247; H 0.474; H 0.483; O -0.956

---

*2*
DFT (ωB97M-V with the def2-TZVPD basis set) results for a cluster of 2 separate species, C4H15N2O in total.

ORCA input file:
```
! RIJCOSX wB97M-V def2-TZVPD def2/J DEFGRID3
* xyz 1 1
C -1.69 -0.06 0.83
N -0.63 0.16 1.78
C 0.11 -1.06 2.19
C -1.12 -0.11 -0.64
N 0.23 0.57 -0.69
C 0.29 1.88 -1.37
H -2.38 0.77 0.87
H -2.17 -1.03 0.97
H -0.99 0.54 2.63
H -0.58 -1.86 2.46
H 0.71 -0.77 3.04
H 0.80 -1.45 1.44
H -1.80 0.51 -1.23
H -0.94 -1.08 -1.10
H 0.36 0.79 0.34
H 1.07 -0.01 -0.86
H -0.34 2.64 -0.93
H 0.12 1.78 -2.44
H 1.31 2.26 -1.24
H 2.05 -1.10 -2.60
H 3.17 -1.14 -1.60
O 2.21 -1.16 -1.64
*
```

From a natural (NBO) analysis of the wavefunction, the atomic charges in e read: C -0.238; N -0.650; C -0.431; C -0.233; N -0.571; C -0.426; H 0.222; H 0.207; H 0.396; H 0.197; H 0.225; H 0.193; H 0.227; H 0.230; H 0.456; H 0.471; H 0.234; H 0.226; H 0.229; H 0.491; H 0.501; O -0.954

---

So which one is most stable? That would be *2*, about 1.431 eV below the next structure.

---

*1*
DFT (ωB97M-V with the def2-TZVPD basis set) results for a cluster of 2 separate species, C4H15N2O in total.

ORCA input file:
```
! RIJCOSX wB97M-V def2-TZVPD def2/J DEFGRID3
* xyz 1 1
C -0.57 -1.47 -2.04
C -0.40 -0.42 -1.00
C 0.61 0.74 -1.27
C 1.18 1.16 0.09
N 0.21 1.51 1.13
N -1.70 0.16 -0.40
H 0.22 -2.22 -1.92
H -1.39 -2.15 -1.76
H -0.62 -1.11 -3.06
H -0.02 -0.88 -0.08
H 1.48 0.32 -1.77
H 0.08 1.58 -1.72
H 1.98 1.91 0.07
H 1.79 0.33 0.47
H 0.02 2.49 1.23
H -1.49 0.28 0.60
H 0.41 1.04 2.01
H -1.94 1.09 -0.71
H -2.46 -0.50 -0.47
H 1.24 -1.79 3.08
H 0.72 -1.01 4.24
O 0.65 -1.06 3.28
*
```

From a natural (NBO) analysis of the wavefunction, the atomic charges in e read: C -0.651; C -0.027; C -0.426; C -0.234; N -0.915; N -0.696; H 0.258; H 0.227; H 0.242; H 0.207; H 0.252; H 0.212; H 0.214; H 0.199; H 0.386; H 0.472; H 0.411; H 0.435; H 0.432; H 0.477; H 0.485; O -0.960

---

*2*
DFT (ωB97M-V with the def2-TZVPD basis set) results for a cluster of 2 separate species, C4H15N2O in total.

ORCA input file:
```
! RIJCOSX wB97M-V def2-TZVPD def2/J DEFGRID3
* xyz 1 1
C 2.05 1.04 0.20
N 2.79 2.00 -0.60
C 1.17 0.20 -0.73
N -0.03 0.91 -1.22
C -1.24 0.88 -0.28
C -2.20 -0.23 -0.78
H 2.80 0.36 0.65
H 1.48 1.51 1.01
H 3.80 2.05 -0.56
H 2.56 2.96 -0.34
H 1.72 -0.19 -1.57
H 1.02 -0.74 -0.19
H 0.25 1.86 -1.45
H -0.33 0.46 -2.08
H -1.66 1.88 -0.25
H -0.98 0.52 0.70
H -3.23 0.04 -0.56
H -2.02 -0.50 -1.81
H -2.00 -1.15 -0.22
H -2.04 -4.28 4.07
H -1.78 -5.24 2.90
O -2.12 -4.36 3.11
*
```

From a natural (NBO) analysis of the wavefunction, the atomic charges in e read: C -0.249; N -0.875; C -0.255; N -0.500; C -0.229; C -0.631; H 0.232; H 0.206; H 0.397; H 0.368; H 0.239; H 0.238; H 0.446; H 0.439; H 0.232; H 0.239; H 0.259; H 0.205; H 0.238; H 0.474; H 0.473; O -0.947

---

So which one is most stable? That would be *1*, about 0.624 eV below the next structure.

---

*1*
DFT (ωB97M-V with the def2-TZVPD basis set) results for a cluster of 2 separate species, C4H15N2O in total.

ORCA input file:
```
! RIJCOSX wB97M-V def2-TZVPD def2/J DEFGRID3
* xyz 1 1
N -0.91 2.01 0.75
C 0.56 1.62 0.77
C 0.76 0.22 1.33
N 0.25 -0.80 0.39
C 1.20 -1.10 -0.73
C 0.68 -2.20 -1.61
H -1.05 2.92 0.27
H -1.29 2.05 1.71
H -1.49 1.33 0.14
H 0.86 1.66 -0.22
H 1.09 2.33 1.43
H 0.21 0.07 2.26
H 1.82 0.09 1.52
H 0.11 -1.70 0.93
H 2.21 -1.37 -0.30
H 1.32 -0.13 -1.28
H -0.26 -1.93 -2.14
H 1.43 -2.51 -2.38
H 0.46 -3.10 -1.03
H -1.28 -0.45 -0.47
H -2.82 -0.32 -0.93
O -1.98 0.17 -0.76
*
```

From a natural (NBO) analysis of the wavefunction, the atomic charges in e read: N -0.717; C -0.223; C -0.239; N -0.671; C -0.225; C -0.634; H 0.436; H 0.430; H 0.478; H 0.221; H 0.234; H 0.214; H 0.216; H 0.387; H 0.192; H 0.188; H 0.217; H 0.246; H 0.216; H 0.513; H 0.515; O -0.993

---

*2*
DFT (ωB97M-V with the def2-TZVPD basis set) results for a cluster of 2 separate species, C4H15N2O in total.

ORCA input file:
```
! RIJCOSX wB97M-V def2-TZVPD def2/J DEFGRID3
* xyz 1 1
N 2.18 -0.41 -0.10
C 1.71 0.85 -1.03
C 0.56 1.45 -0.04
N -0.61 1.32 -0.95
C -1.39 0.09 -0.71
C -2.34 0.05 0.52
H 2.69 0.03 0.60
H 2.81 -0.87 -0.79
H 1.30 -1.09 0.21
H 2.50 1.50 -1.14
H 1.37 0.34 -1.96
H 0.78 2.51 0.07
H 0.45 1.05 0.95
H -1.25 2.09 -0.84
H -0.81 -0.88 -0.44
H -1.87 -0.15 -1.78
H -2.18 0.94 1.20
H -3.33 -0.13 0.43
H -2.10 -0.83 1.22
H -0.24 -2.06 2.14
H -0.18 -3.38 1.17
O -0.06 -2.43 1.26
*
```

From a natural (NBO) analysis of the wavefunction, the atomic charges in e read: N -0.750; C -0.168; C -0.256; N -0.628; C -0.267; C -0.640; H 0.425; H 0.438; H 0.503; H 0.217; H 0.243; H 0.225; H 0.189; H 0.377; H 0.199; H 0.227; H 0.208; H 0.233; H 0.200; H 0.502; H 0.513; O -0.990

---

So which one is most stable? That would be *1*, about 2.679 eV below the next structure.